Here is an isolated ion of composition C4H12N2 and charge +1 at a distorted geometry from the OMol25 dataset. Energies are from wB97M-V/def2-TZVPD.

Properties
strongest force on any atom = 3.66 eV/A
LUMO (spin up / spin down) = -3.916 / -3.939 eV
orbital gap (spin up / spin down) = 4.9736 / 9.7044 eV
<S²> = 0.753

The geometry in ORCA input format:
```
! RIJCOSX wB97M-V def2-TZVPD def2/J DEFGRID3
* xyz 1 2
N -0.570 -1.424 1.445
N 0.730 2.136 -1.410
C 0.780 0.557 -1.452
C -1.625 -1.666 2.252
C 0.704 -0.056 -0.109
C -0.636 -0.731 0.187
H 1.817 0.380 -1.836
H 0.706 2.438 -2.377
H -1.318 0.168 0.165
H -0.050 2.474 -0.837
H -0.983 -1.391 -0.660
H -2.704 -1.503 2.135
H 0.059 0.301 -2.254
H 1.554 2.567 -0.952
H 1.524 -0.863 0.113
H 0.353 -1.734 1.716
H -1.366 -2.238 3.150
H 1.026 0.586 0.723
*
```

Löwdin population analysis, charges in e, atoms 1 to 5: number 1, N, carries -0.1288; number 2, N, carries 0.1919; number 3, C, carries -0.1215; number 4, C, carries -0.0570; number 5, C, carries -0.2281

Here is C4H12N2O as an isolated structure at a distorted geometry from the OMol25 dataset. Energies are from wB97M-V/def2-TZVPD.

Properties
strongest force on any atom = 3.30 eV/A
LUMO (spin up / spin down) = 4.134 / 3.947 eV
orbital gap (spin up / spin down) = 3.3996 / 8.3931 eV
<S²> = 0.751

The geometry in ORCA input format:
```
! RIJCOSX wB97M-V def2-TZVPD def2/J DEFGRID3
* xyz -1 2
O -0.813 -1.366 1.299
N 0.126 1.038 -1.114
N -0.531 -1.347 -1.504
C 1.697 0.185 0.609
C -1.458 -1.665 0.269
C 0.755 1.254 0.129
C 0.336 2.301 0.929
H -0.324 -0.089 -1.023
H -1.799 -2.681 -0.015
H -0.379 3.052 0.574
H -0.567 1.818 -1.239
H 2.478 0.579 1.270
H -1.329 -1.515 -2.224
H 0.181 -2.162 -1.654
H 2.313 -0.210 -0.216
H 1.170 -0.737 1.041
H -2.012 -0.797 -0.118
H 0.790 0.944 -1.943
H 0.843 2.444 1.876
*
```

Löwdin population analysis, charges in e, atoms 1 to 5: number 1, O, carries -0.1897; number 2, N, carries 0.0027; number 3, N, carries -0.1640; number 4, C, carries -0.1147; number 5, C, carries -0.3680

Here is a 2-piece molecular cluster, C4H12N2O overall at a distorted geometry from the OMol25 dataset. Energies are from wB97M-V/def2-TZVPD.

Properties
strongest force on any atom = 3.42 eV/A
LUMO = 0.124 eV
orbital gap = 8.2363 eV

The geometry in ORCA input format:
```
! RIJCOSX wB97M-V def2-TZVPD def2/J DEFGRID3
* xyz 0 1
O -1.615 -3.612 -0.451
N 2.118 0.462 1.073
N -1.473 0.188 -1.685
C 0.802 0.995 1.277
C -0.526 0.867 -0.719
C 2.929 0.926 0.221
C -0.360 0.185 0.574
H -1.215 -0.808 -1.746
H 0.475 0.952 -1.178
H -1.037 0.183 1.432
H -0.004 -0.853 0.485
H 0.680 2.054 1.040
H -2.260 0.075 -1.048
H 0.566 0.961 2.356
H 3.069 0.616 -0.806
H 3.210 1.983 0.253
H -0.895 1.897 -0.735
H -2.239 -2.873 -0.378
H -2.226 -4.197 0.035
*
```

Löwdin population analysis, charges in e, atoms 1 to 5: number 1, O, carries -0.0741; number 2, N, carries -0.0297; number 3, N, carries -0.0129; number 4, C, carries -0.2758; number 5, C, carries -0.3054

Here is a single C4H12N2O molecule at a distorted geometry from the OMol25 dataset. Energies are from wB97M-V/def2-TZVPD.

Properties
strongest force on any atom = 3.56 eV/A
LUMO = 0.775 eV
orbital gap = 8.9835 eV

The geometry in ORCA input format:
```
! RIJCOSX wB97M-V def2-TZVPD def2/J DEFGRID3
* xyz 0 1
O 2.231 1.645 -0.511
N 0.339 -0.715 0.061
N -2.225 0.163 -1.419
C -2.061 0.072 0.009
C 2.530 0.398 0.232
C 1.234 -0.067 0.971
C -1.070 -1.015 0.438
H 2.934 -0.512 -0.364
H -1.141 -1.334 1.460
H -1.431 0.587 -1.848
H -1.526 -2.022 0.036
H 2.103 1.398 -1.504
H -3.187 -0.107 0.483
H 0.641 0.579 1.621
H 1.617 -0.850 1.714
H -1.778 1.091 0.340
H 3.331 0.698 0.833
H 0.621 -0.666 -0.926
H -3.164 0.657 -1.626
*
```

Löwdin population analysis, charges in e, atoms 1 to 5: number 1, O, carries -0.1289; number 2, N, carries -0.0997; number 3, N, carries -0.0507; number 4, C, carries -0.3357; number 5, C, carries -0.2078

Here is a 2-piece molecular cluster, C4H12N2O overall at a distorted geometry from the OMol25 dataset. Energies are from wB97M-V/def2-TZVPD.

Properties
strongest force on any atom = 3.52 eV/A
LUMO = -3.980 eV
orbital gap = 3.6797 eV

The geometry in ORCA input format:
```
! RIJCOSX wB97M-V def2-TZVPD def2/J DEFGRID3
* xyz 0 1
O 0.532 -1.977 0.384
N -0.280 0.398 0.912
N 0.173 2.483 -1.514
C 1.045 1.104 0.969
C -1.043 0.979 -0.201
C -0.468 1.243 -1.558
C 0.107 -3.197 0.852
H 0.201 0.355 -1.728
H -1.506 1.899 0.203
H -0.518 -3.070 1.832
H 0.860 2.157 0.961
H 1.620 0.696 0.048
H -1.380 1.143 -2.211
H 1.572 0.872 1.966
H 1.036 -3.878 0.979
H -0.764 -3.617 0.261
H 0.672 2.649 -2.423
H -1.880 0.356 -0.403
H 0.022 -0.595 0.671
*
```

Löwdin population analysis, charges in e, atoms 1 to 5: number 1, O, carries -0.2869; number 2, N, carries -0.0178; number 3, N, carries 0.1415; number 4, C, carries -0.0948; number 5, C, carries -0.2784

Here is a 2-piece molecular cluster, C4H12N2O overall at a distorted geometry from the OMol25 dataset. Energies are from wB97M-V/def2-TZVPD.

Properties
strongest force on any atom = 3.62 eV/A
LUMO = 0.946 eV
orbital gap = 8.1795 eV

The geometry in ORCA input format:
```
! RIJCOSX wB97M-V def2-TZVPD def2/J DEFGRID3
* xyz 0 1
O 4.101 4.631 -0.733
N -1.716 -1.266 -1.030
N -2.618 -1.685 1.766
C 1.171 -0.346 -1.123
C -0.948 -1.069 0.133
C -1.245 -1.641 1.324
C 0.153 -0.036 -0.040
H 0.620 0.038 0.941
H 2.001 0.359 -1.157
H -2.862 -1.306 2.665
H -1.201 -1.800 -1.718
H 4.724 5.107 -0.167
H -0.570 -1.398 2.133
H 0.629 -0.491 -2.064
H 3.623 5.369 -1.114
H 1.660 -1.287 -0.811
H -0.338 0.942 -0.147
H -2.592 -1.750 -0.869
H -3.256 -1.231 1.128
*
```

Löwdin population analysis, charges in e, atoms 1 to 5: number 1, O, carries -0.0605; number 2, N, carries 0.0674; number 3, N, carries -0.0008; number 4, C, carries -0.1064; number 5, C, carries -0.3798

Here is a 2-piece molecular cluster, C4H12N2O overall at a distorted geometry from the OMol25 dataset. Energies are from wB97M-V/def2-TZVPD.

Properties
strongest force on any atom = 3.61 eV/A
LUMO = 0.946 eV
orbital gap = 8.0649 eV

The geometry in ORCA input format:
```
! RIJCOSX wB97M-V def2-TZVPD def2/J DEFGRID3
* xyz 0 1
O -0.094 -0.675 2.763
N 1.182 1.311 0.443
N 0.603 1.451 -1.829
C -1.175 -0.163 1.985
C -0.207 -1.363 -1.821
C 0.769 0.673 -0.700
C 0.287 -0.620 -0.603
H 1.070 2.316 0.444
H -1.511 0.806 2.380
H -2.042 -0.832 2.046
H 0.720 0.883 1.275
H 0.546 0.948 -2.700
H 0.811 -1.247 0.108
H -0.364 -0.748 3.686
H -0.420 -2.398 -1.564
H 0.531 -1.394 -2.628
H -1.115 -0.909 -2.221
H -0.707 -0.360 0.796
H 1.115 2.320 -1.860
*
```

Löwdin population analysis, charges in e, atoms 1 to 5: number 1, O, carries -0.1624; number 2, N, carries 0.1102; number 3, N, carries 0.1276; number 4, C, carries -0.2052; number 5, C, carries -0.1258

Here is a single C4H12N2O molecule at a distorted geometry from the OMol25 dataset. Energies are from wB97M-V/def2-TZVPD.

Properties
strongest force on any atom = 1.51 eV/A
LUMO = 0.903 eV
orbital gap = 9.4054 eV

The geometry in ORCA input format:
```
! RIJCOSX wB97M-V def2-TZVPD def2/J DEFGRID3
* xyz 0 1
O -0.903 0.677 2.412
N -0.627 -1.747 1.341
N 0.214 0.986 -1.106
C 1.190 0.593 -2.096
C 0.232 0.323 0.179
C -0.227 -1.146 0.059
C -0.659 1.178 1.105
H 0.162 -1.798 1.973
H -1.075 -0.258 2.251
H -1.024 -2.640 1.131
H 2.167 0.461 -1.628
H 0.596 -1.687 -0.423
H -0.193 2.156 1.209
H -1.616 1.220 0.551
H 1.248 1.445 -2.783
H 1.025 -0.306 -2.709
H 1.271 0.317 0.536
H -0.679 1.297 -1.413
H -1.102 -1.070 -0.589
*
```

Löwdin population analysis, charges in e, atoms 1 to 5: number 1, O, carries -0.0846; number 2, N, carries -0.0041; number 3, N, carries -0.1056; number 4, C, carries -0.1345; number 5, C, carries -0.3653